C2H8AlBBrO2 | ωB97M-V/def2-TZVPD

As for the HOMO-LUMO gap: 7.53 eV. Its spin multiplicity is 1. The value obtained for the LUMO energy is 3.4 eV. As for the net charge: -1. For the HOMO energy, the calculation gives -4.17 eV.

```
15
C2H8AlBBrO2, DFT ωB97M-V/def2-TZVPD
C 2.5315 -0.8350 -0.1616
C 1.3596 -0.0603 0.5444
O 0.1582 -0.4017 -0.1229
B -0.8451 0.5960 -0.1106
O -0.5669 1.9803 0.1051
Al -2.8528 0.0293 -0.4939
Br -3.2929 -2.2628 0.1464
H 3.0045 -1.5730 0.4857
H 2.1071 -1.3391 -1.0334
H 3.2431 -0.1081 -0.5668
H 1.6112 0.9995 0.4851
H 1.3639 -0.3929 1.5888
H -0.8355 2.2247 0.9831
H -3.8918 0.9980 0.2379
H -3.0940 0.1451 -2.0873
```



C2HN6O | ωB97M-V/def2-TZVPD

The calculation puts the relative energy (zero: lowest compared OMol25 entry of this formula, charge and spin) at 8.0 kcal/mol. As for the HOMO-LUMO gap: 7.41 eV. Its spin multiplicity is 1. The value obtained for the LUMO energy is -6.4 eV. As for the net charge: +1. Its SMILES is N#[N+]C#[N+]N([O-])N=C=N. For the HOMO energy, the calculation gives -13.76 eV.

```
10
C2HN6O, DFT ωB97M-V/def2-TZVPD
N -1.1364 -3.1082 -2.2888
N -0.7505 -2.1987 -1.7849
C 0.0708 -1.4024 -1.2281
N 0.1597 -0.1671 -1.0721
N 0.9711 0.8083 -0.6163
O 1.7528 1.2913 -1.3270
N 0.5255 1.2987 0.4974
C -0.0280 1.0336 1.6078
N -0.6290 1.1194 2.6206
H -0.9360 1.3252 3.5915
```



C4H7N3O2 | ωB97M-V/def2-TZVPD

The calculation puts the relative energy (zero: lowest compared OMol25 entry of this formula, charge and spin) at 131.5 kcal/mol. As for the HOMO-LUMO gap: 8.74 eV. Its spin multiplicity is 1. The value obtained for the LUMO energy is -1.0 eV. Its SMILES is [H]/N=C(/C)C/N=C\[N+](=O)[O-]. For the HOMO energy, the calculation gives -9.78 eV.

```
16
C4H7N3O2, DFT ωB97M-V/def2-TZVPD
H 0.1914 1.7607 0.9880
N 0.6998 1.7750 0.1173
C 0.8122 0.7314 -0.5453
C 1.3094 0.5473 -1.9785
C 0.4419 -0.7118 -0.1083
N 0.3197 -0.8955 1.2738
C -0.7366 -0.7807 1.9350
N -2.0644 -0.3526 1.4210
O -2.9728 -0.1710 2.1834
O -2.1098 -0.2653 0.1937
H 0.4276 1.1022 -2.5776
H 1.3328 -0.5047 -2.3243
H 2.2401 1.1044 -2.1671
H 1.1881 -1.4283 -0.5646
H -0.4011 -0.9667 -0.7838
H -0.6783 -0.9443 2.9373
```



C4H7NO | ωB97M-V/def2-TZVPD

The calculation puts the relative energy (zero: lowest compared OMol25 entry of this formula, charge and spin) at 35.6 kcal/mol. As for the HOMO-LUMO gap: 10.41 eV. Its spin multiplicity is 1. The value obtained for the LUMO energy is 0.9 eV. Its SMILES is C=CN(C)C=O. For the HOMO energy, the calculation gives -9.48 eV.

```
13
C4H7NO, DFT ωB97M-V/def2-TZVPD
C 0.0190 -0.5027 2.0355
C 0.4429 0.1914 0.9843
N 0.0838 -0.0213 -0.3599
C -0.7694 0.9549 -1.0641
C 0.6617 -0.9815 -1.1316
O 0.3668 -1.1286 -2.2968
H 0.5328 -0.3058 2.9461
H -0.8057 -1.1713 1.9934
H 1.0603 1.0459 1.1872
H -1.1100 1.6193 -0.2747
H -1.6157 0.4277 -1.5112
H -0.2700 1.5141 -1.8660
H 1.4034 -1.6423 -0.6420
```



C50H96O24S6 | ωB97M-V/def2-TZVPD

As for the HOMO-LUMO gap: 9.40 eV. Its spin multiplicity is 1. The value obtained for the LUMO energy is -0.1 eV. For the HOMO energy, the calculation gives -9.45 eV.

```
176
C50H96O24S6, DFT ωB97M-V/def2-TZVPD
C 2.2649 0.3407 -0.3207
C 0.9919 -0.4884 -0.0776
C 0.2897 -0.3880 1.2339
O -1.0467 -0.0425 0.8658
C -1.1851 0.2301 -0.3893
O -2.2481 0.6621 -0.9272
O -0.0126 -0.0467 -1.0147
H 2.0695 1.4127 -0.3458
H 2.6445 0.1248 -1.3194
H 2.9645 0.3140 0.5146
H 1.1437 -1.5474 -0.2864
H 0.6707 0.3679 1.9206
H 0.2817 -1.3585 1.7302
C 3.0066 9.4675 5.6655
C 1.6615 9.2883 5.1894
C 1.1944 9.9671 3.9427
O 0.7299 8.9491 3.0731
C 1.0246 7.7647 3.5490
O 0.9035 6.6577 2.9681
O 1.4908 7.8967 4.8044
H 3.1853 10.3892 6.2193
H 3.7269 9.5056 4.8483
H 3.2442 8.6079 6.2922
H 0.9781 9.3996 6.0313
H 1.9939 10.5132 3.4419
H 0.3598 10.6348 4.1564
C 0.5556 -8.6416 -4.0106
C 0.2404 -7.3603 -3.2858
O 0.5657 -6.3184 -3.8134
C -0.5674 -7.4171 -1.9483
H 0.6700 -9.5135 -3.3666
H 1.3301 -8.6007 -4.7765
H -0.3821 -8.9242 -4.4889
H 0.0589 -7.8915 -1.1927
H -1.4519 -7.9924 -2.2215
H -0.9039 -6.4318 -1.6258
C 9.8655 3.4337 4.0247
C 9.8322 2.4206 2.9338
O 9.9104 2.7969 1.7484
C 9.7418 0.9799 3.2967
H 8.9502 4.0248 4.0520
H 10.7215 4.0713 3.8038
H 9.9781 3.0170 5.0256
H 8.7657 0.7875 3.7420
H 10.4729 0.6418 4.0311
H 9.8163 0.4615 2.3408
C 6.0102 7.2202 -0.5174
C 6.1870 8.6849 -0.1990
O 7.1122 9.0692 0.5344
C 5.2934 9.6777 -0.8969
H 5.2441 7.1085 -1.2847
H 5.7005 6.6955 0.3864
H 6.9601 6.8185 -0.8701
H 4.2452 9.4110 -0.7616
H 5.5627 9.7190 -1.9523
H 5.2686 10.6999 -0.5191
C -5.6585 0.8748 8.7322
C -5.1126 1.0688 7.3104
O -5.9210 1.1260 6.3996
C -3.6047 1.1911 7.0356
H -5.4071 1.7879 9.2719
H -5.2335 -0.0698 9.0715
H -6.7474 0.8533 8.6898
H -3.2732 0.2797 6.5382
H -3.0244 1.3322 7.9475
H -3.3697 2.0936 6.4714
C 3.9926 -2.5753 -7.6361
C 3.0313 -2.5248 -8.8717
O 2.5531 -1.4746 -9.2804
C 2.6580 -3.8165 -9.6035
H 5.0391 -2.6561 -7.9301
H 3.6085 -3.3803 -7.0096
H 3.8440 -1.6845 -7.0256
H 1.6061 -4.0385 -9.7833
H 3.0353 -4.6258 -8.9783
H 3.2200 -3.9525 -10.5275
C -4.1228 -7.1677 6.8889
C -3.5345 -5.9817 6.2111
O -2.7325 -5.3022 6.8409
C -4.1522 -5.5480 4.8139
H -4.3683 -7.8659 6.0886
H -4.9632 -6.8797 7.5205
H -3.3600 -7.6588 7.4931
H -5.2152 -5.7887 4.8311
H -3.5921 -6.0399 4.0187
H -4.0552 -4.4916 4.5633
C -8.9673 -2.7494 -0.5044
C -10.3294 -3.3959 -0.7592
C -11.3300 -2.3173 -1.2725
S -10.8387 -0.8020 -0.2839
O -11.6974 -0.6878 0.9026
O -10.5574 0.3125 -1.1948
C -9.2264 -1.4758 0.3355
H -8.4793 -2.4570 -1.4342
H -8.3032 -3.4659 -0.0210
H -10.7131 -3.8931 0.1317
H -10.1269 -4.0811 -1.5824
H -12.4049 -2.4865 -1.2080
H -11.1022 -2.0467 -2.3035
H -9.3927 -1.7151 1.3858
H -8.4254 -0.7417 0.2485
C -1.6475 5.9079 -5.7414
C -1.7011 4.5374 -6.5175
C -0.3373 4.1635 -7.0754
S 0.8247 5.2268 -6.1970
O 1.1333 6.1566 -7.2640
O 1.8366 4.4097 -5.5367
C -0.3534 5.8964 -4.9340
H -2.5160 5.9871 -5.0876
H -1.6109 6.7822 -6.3913
H -2.3903 4.4701 -7.3592
H -1.9494 3.8235 -5.7321
H -0.1487 4.2502 -8.1455
H -0.1719 3.1176 -6.8168
H 0.0569 6.8367 -4.5658
H -0.4569 5.1378 -4.1581
C -7.1323 6.3171 1.3657
C -6.5868 6.8948 0.0840
C -7.0724 8.3267 0.0049
S -7.0099 8.9567 1.7918
O -8.3315 9.5611 2.0337
O -5.7809 9.7135 2.0472
C -6.8352 7.3110 2.5504
H -6.6585 5.3576 1.5731
H -8.2019 6.1241 1.2830
H -6.8979 6.2687 -0.7522
H -5.5051 6.7852 0.1614
H -8.1167 8.2286 -0.2917
H -6.5552 9.0986 -0.5649
H -7.4719 7.3002 3.4351
H -5.7793 7.2355 2.8101
C -4.6868 -3.0895 -9.5233
C -3.9173 -2.1176 -8.5824
C -4.3678 -2.2175 -7.1258
S -5.3701 -3.7240 -6.9870
O -6.8028 -3.3245 -6.9219
O -4.7945 -4.6311 -5.9820
C -4.8893 -4.3817 -8.6756
H -4.0574 -3.2524 -10.3982
H -5.6392 -2.6447 -9.8116
H -4.0324 -1.0906 -8.9288
H -2.9259 -2.5461 -8.7298
H -4.8993 -1.3688 -6.6954
H -3.5370 -2.5268 -6.4915
H -5.6137 -5.1434 -8.9641
H -3.9769 -4.9547 -8.5096
C 8.8269 -4.7641 -1.2909
C 7.3495 -5.0084 -1.0554
C 7.2120 -6.5597 -1.0100
S 8.7477 -7.2832 -0.3424
O 9.3116 -8.2449 -1.3071
O 8.6240 -7.6748 1.0613
C 9.6299 -5.7025 -0.4538
H 9.1496 -3.7452 -1.0766
H 9.0666 -5.0415 -2.3174
H 6.7364 -4.4801 -1.7855
H 7.0460 -4.5918 -0.0950
H 7.0495 -6.9245 -2.0242
H 6.3341 -7.0421 -0.5801
H 10.7083 -5.8152 -0.5655
H 9.4817 -5.3277 0.5589
C 6.1332 -6.5385 7.0169
C 5.1787 -6.3998 8.2528
C 3.8382 -5.8261 7.7889
S 4.2236 -5.1099 6.0455
O 3.9625 -3.6617 6.0306
O 3.6844 -6.0404 5.0585
C 6.0240 -5.2980 6.1602
H 5.8170 -7.4049 6.4359
H 7.1245 -6.8275 7.3658
H 5.6475 -5.7128 8.9573
H 5.0254 -7.3218 8.8136
H 3.7109 -4.9621 8.4410
H 3.0193 -6.5455 7.7931
H 6.3975 -4.4783 6.7739
H 6.4895 -5.1881 5.1807
```



C5H11N2O | ωB97M-V/def2-TZVPD

The calculation puts the relative energy (zero: lowest compared OMol25 entry of this formula, charge and spin) at 72.5 kcal/mol. As for the HOMO-LUMO gap: 8.27 eV. Its spin multiplicity is 1. The value obtained for the LUMO energy is -4.7 eV. As for the net charge: +1. Its SMILES is C=C(O)C[C@H](N)C=[NH2+]. For the HOMO energy, the calculation gives -12.93 eV.

```
19
C5H11N2O, DFT ωB97M-V/def2-TZVPD
C 2.3651 -0.4325 1.2244
C 1.1448 -0.7334 0.8310
O 0.1670 -1.4288 1.4609
C 0.7362 -0.3966 -0.6787
C -0.8962 -0.3562 -0.7292
N -1.3159 0.0881 -2.0200
C -1.3466 0.6795 0.2893
N -1.2220 1.9622 0.2583
H 2.5721 -0.6150 2.2889
H 3.0933 0.2368 0.7095
H 0.5948 -1.7632 2.3546
H 1.2287 0.5324 -0.9511
H 0.8467 -1.1652 -1.5173
H -1.0733 -1.4598 -0.3706
H -2.1881 -0.3466 -2.2122
H -0.6824 -0.0948 -2.7387
H -1.8088 0.2940 1.2151
H -1.2727 2.4324 1.1589
H -0.9426 2.5669 -0.5729
```